Entry 1:
A molecular structure, C3AgLi2O3 at a distorted geometry. Source: the Open Molecules 2025 dataset; level of theory: ωB97M-V with the def2-TZVPD basis set.

CARTESIAN COORDINATES (ANGSTROEM)
O1 -1.92 0.35 1.30
C1 -0.99 0.94 0.71
O2 -0.70 2.15 0.77
Li1 0.92 2.34 1.69
Li2 -1.74 -1.50 0.93
C2 -0.08 0.01 -0.13
C3 0.67 -0.62 -0.87
O3 1.47 -1.29 -1.55
Ag1 2.38 -2.38 -2.84

multiplicity = 2
net charge = +2
HOMO energy (alpha / beta) = -18.4 / -18.3 eV
Kohn-Sham gap (alpha / beta) = 10.110 / 6.715 eV
energy relative to the best compared isomer or geometry (same formula, charge and spin) = 7.43 kJ/mol



Entry 2:
A molecular structure, C3AuO2 at a distorted geometry. Source: the Open Molecules 2025 dataset; level of theory: ωB97M-V with the def2-TZVPD basis set.

CARTESIAN COORDINATES (ANGSTROEM)
C1 -2.62 -0.02 -0.01
C2 -1.51 -0.57 0.01
O1 -0.18 -0.81 0.03
C3 0.72 0.24 0.02
O2 0.30 1.38 0.01
Au1 2.49 -0.39 -0.09

multiplicity = 3
net charge = +1
HOMO energy (alpha / beta) = -15.2 / -14.7 eV
Kohn-Sham gap (alpha / beta) = 8.076 / 4.464 eV
energy relative to the best compared isomer or geometry (same formula, charge and spin) = 27.61 kJ/mol



Entry 3:
2 unconnected molecules or ions with the total composition C3BN3 at a distorted geometry. Source: the Open Molecules 2025 dataset; level of theory: ωB97M-V with the def2-TZVPD basis set.

CARTESIAN COORDINATES (ANGSTROEM)
B1 -0.66 0.68 -0.05
C1 2.39 -2.21 0.06
C2 -0.05 1.92 -0.02
C3 -1.50 -0.47 -0.06
N1 1.54 -1.44 0.21
N2 0.41 2.99 -0.09
N3 -2.12 -1.47 -0.04

net charge = 0
HOMO energy (alpha / beta) = -12.5 / -8.8 eV
Kohn-Sham gap (alpha / beta) = 9.462 / 4.262 eV
energy relative to the best compared isomer or geometry (same formula, charge and spin) = 521.68 kJ/mol



Entry 4:
A gas-phase ion, C3Br2NOS2 (charge -1) at a distorted geometry. Source: the Open Molecules 2025 dataset; level of theory: ωB97M-V with the def2-TZVPD basis set.

CARTESIAN COORDINATES (ANGSTROEM)
O1 0.63 2.10 -0.18
C1 0.56 0.88 -0.33
N1 -0.73 0.29 -0.71
C2 -1.52 -0.29 -0.03
S1 -3.15 -0.89 -0.14
S2 -1.99 -0.64 1.64
C3 1.51 -0.08 -0.07
Br1 1.38 -1.92 -0.50
Br2 3.30 0.56 0.32

net charge = -1
HOMO energy = -3.4 eV
Kohn-Sham gap = 5.878 eV
SMILES = [O-]C(N=C1SS1)=C(Br)Br
energy relative to the best compared isomer or geometry (same formula, charge and spin) = 150.47 kJ/mol



Entry 5:
2 unconnected molecules or ions with the total composition C3BrF5O at a distorted geometry. Source: the Open Molecules 2025 dataset; level of theory: ωB97M-V with the def2-TZVPD basis set.

CARTESIAN COORDINATES (ANGSTROEM)
C1 0.76 0.08 0.16
C2 0.54 1.51 -0.04
C3 -1.07 -1.28 -0.07
O1 0.68 0.97 1.24
F1 1.56 2.27 -0.43
F2 -0.65 1.88 -0.43
F3 -2.13 -0.76 0.56
F4 -1.28 -1.34 -1.39
F5 -0.70 -2.39 0.44
Br1 2.28 -0.94 -0.04

net charge = 0
HOMO energy = -9.9 eV
Kohn-Sham gap = 9.763 eV
energy relative to the best compared isomer or geometry (same formula, charge and spin) = 21.77 kJ/mol



Entry 6:
2 unconnected molecules or ions with the total composition C3Cl2F3O2 at a distorted geometry. Source: the Open Molecules 2025 dataset; level of theory: ωB97M-V with the def2-TZVPD basis set.

CARTESIAN COORDINATES (ANGSTROEM)
C1 -2.48 1.19 0.33
C2 0.33 0.10 0.08
C3 1.13 -1.09 -0.21
O1 -2.31 2.03 1.09
O2 -2.41 0.45 -0.54
F1 0.72 -1.55 -1.52
F2 0.81 -2.13 0.62
F3 2.43 -1.01 -0.35
Cl1 0.91 0.72 1.65
Cl2 0.87 1.29 -1.15

net charge = -1
HOMO energy = -3.2 eV
Kohn-Sham gap = 6.682 eV
energy relative to the best compared isomer or geometry (same formula, charge and spin) = 100.17 kJ/mol